Here is 15 unconnected molecules or ions with the total composition C30H90O30 in a non-equilibrium geometry from the OMol25 dataset. Energies are from ωB97M-V/def2-TZVPD.

```
150
Properties=species:S:1:pos:R:3:mulliken_charge:R:1
C 3.75331 3.08961 4.94886 -0.422
C 3.93721 4.60529 5.21188 -0.221
O 5.07722 4.98187 4.45080 -0.519
O 4.79988 2.32291 5.59280 -0.497
H 3.85352 3.04560 3.86437 0.207
H 2.72988 2.76588 5.13832 0.334
H 4.30241 4.73580 6.23055 0.169
H 3.09122 5.20357 4.87356 0.353
H 4.87294 5.74393 3.90386 0.299
H 4.44756 2.05446 6.44451 0.298
C -1.53852 -8.95103 1.93796 -0.625
C -1.83297 -7.53684 2.35696 -0.141
O -0.97730 -6.55328 1.80456 -0.508
O -0.57200 -9.44795 2.81274 -0.481
H -1.04875 -8.87683 0.96702 0.310
H -2.49258 -9.47672 1.89913 0.331
H -1.93117 -7.45144 3.43917 0.232
H -2.85378 -7.35107 2.02300 0.284
H -0.05950 -6.83423 1.78660 0.285
H -1.05364 -9.75457 3.58449 0.313
C -4.29319 5.67521 4.55665 -0.283
C -3.10604 4.80284 5.11642 -0.461
O -3.01788 3.51972 4.43290 -0.468
O -5.63079 5.27994 5.04044 -0.518
H -4.20570 5.51513 3.48202 0.248
H -4.17986 6.72509 4.82687 0.329
H -3.27274 4.88683 6.19033 0.266
H -2.16369 5.30193 4.89071 0.305
H -3.58278 2.94749 4.95734 0.298
H -5.79768 4.34845 4.87896 0.284
C 7.29918 -0.07363 -7.65365 -0.253
C 6.68562 0.76058 -6.53204 -0.662
O 5.55608 0.18104 -5.98038 -0.486
O 8.12243 -1.11095 -7.08179 -0.508
H 7.78002 0.53088 -8.42271 0.308
H 6.52000 -0.46756 -8.30619 0.239
H 6.39353 1.78577 -6.75960 0.394
H 7.50435 0.83757 -5.81660 0.365
H 5.28480 0.77910 -5.28014 0.298
H 7.85433 -1.17519 -6.16222 0.306
C 10.06798 -2.37327 -0.50289 -0.233
C 8.84369 -3.01394 0.24692 -0.457
O 7.67382 -2.76584 -0.42093 -0.500
O 9.85203 -2.53129 -1.89317 -0.549
H 11.03358 -2.68612 -0.10561 0.319
H 9.98486 -1.29286 -0.38492 0.273
H 8.66649 -2.68864 1.27205 0.273
H 8.83057 -4.10049 0.33251 0.244
H 7.98412 -2.79457 -1.32894 0.334
H 10.49384 -1.99031 -2.35904 0.296
C -0.21778 8.17176 -2.46746 -0.400
C -0.90528 8.44360 -1.10173 -0.297
O -0.16553 7.77419 -0.13276 -0.488
O -0.93713 8.88097 -3.44494 -0.515
H -0.18436 7.10341 -2.68100 0.398
H 0.63950 8.84265 -2.52315 0.183
H -1.90240 8.00424 -1.07342 0.232
H -0.90601 9.51178 -0.88470 0.279
H -0.48679 8.13386 0.69732 0.302
H -1.22515 8.17890 -4.03294 0.307
C -2.99712 -1.90670 7.78284 -0.361
C -2.10457 -2.39229 6.64883 -0.384
O -2.86714 -2.65518 5.46545 -0.510
O -3.69939 -0.69549 7.46918 -0.521
H -2.45298 -1.81347 8.72269 0.301
H -3.73068 -2.70116 7.91998 0.281
H -1.47643 -3.24338 6.91190 0.355
H -1.37335 -1.62252 6.40212 0.251
H -2.51417 -3.36641 4.92585 0.287
H -4.51317 -0.59250 7.96792 0.302
C -4.82708 -3.97668 -3.11072 -0.482
C -4.52413 -5.44705 -2.91259 -0.205
O -4.76206 -6.13718 -4.09367 -0.523
O -3.77224 -3.31818 -3.75937 -0.514
H -4.93843 -3.55852 -2.11029 0.291
H -5.73740 -3.76765 -3.67261 0.294
H -5.18316 -5.82567 -2.13128 0.315
H -3.45634 -5.57496 -2.73496 0.221
H -4.63358 -7.06762 -3.89524 0.305
H -3.14315 -3.00065 -3.10744 0.299
C -8.67638 4.50904 -1.64125 -0.405
C -8.43326 3.41329 -0.51224 -0.358
O -9.48290 2.53295 -0.53191 -0.501
O -9.81039 5.24971 -1.51693 -0.531
H -8.74146 3.98575 -2.59520 0.270
H -7.86300 5.23400 -1.67215 0.305
H -8.50133 3.88320 0.46891 0.241
H -7.43514 3.00185 -0.66237 0.363
H -9.04631 1.69370 -0.36858 0.304
H -10.62217 4.76930 -1.33855 0.313
C 5.98296 6.78999 -1.40758 -0.415
C 5.91563 5.22696 -1.78918 -0.344
O 4.54128 4.84571 -2.04387 -0.521
O 5.12512 7.11128 -0.29822 -0.508
H 5.64282 7.35448 -2.27577 0.277
H 7.02321 7.07441 -1.24930 0.323
H 6.39925 4.58534 -1.05262 0.329
H 6.39279 5.06417 -2.75557 0.254
H 4.31862 4.16647 -1.40304 0.302
H 4.21239 7.09539 -0.59531 0.303
C 3.95245 -5.23163 4.57616 -0.322
C 4.05129 -6.40883 5.55267 -0.428
O 2.80240 -7.09326 5.75128 -0.529
O 3.81605 -5.79758 3.24740 -0.500
H 4.88262 -4.67849 4.70626 0.320
H 3.17152 -4.49873 4.77890 0.269
H 4.37072 -6.09131 6.54526 0.329
H 4.71022 -7.15819 5.11407 0.274
H 2.48128 -7.39668 4.89898 0.300
H 4.36074 -5.22597 2.70134 0.286
C 2.58261 -5.78703 -5.40174 -0.370
C 3.94879 -5.94831 -4.72512 -0.457
O 4.73913 -4.84460 -5.06086 -0.509
O 1.79592 -4.84091 -4.72533 -0.497
H 2.05141 -6.73150 -5.28384 0.335
H 2.73755 -5.59893 -6.46415 0.284
H 4.37999 -6.92633 -4.93875 0.335
H 3.81196 -5.78927 -3.65549 0.276
H 4.24036 -4.06418 -4.80833 0.304
H 0.90034 -4.97285 -5.04488 0.298
C 1.32826 -0.21630 -0.13622 -0.163
C 0.25544 0.78323 -0.63780 -0.402
O -1.01302 0.33793 -0.21680 -0.518
O 2.64373 0.27424 -0.32842 -0.523
H 1.19843 -1.17190 -0.64423 0.234
H 1.24436 -0.39751 0.93534 0.241
H 0.23828 0.90981 -1.72029 0.253
H 0.35149 1.79941 -0.25536 0.277
H -1.16540 0.58618 0.69794 0.298
H 3.28244 -0.39683 -0.07679 0.303
C -2.39795 4.21678 -7.42201 -0.327
C -3.51260 3.74246 -6.46830 -0.447
O -4.80391 4.17225 -6.90979 -0.523
O -2.42095 5.63452 -7.43343 -0.529
H -2.70180 3.83609 -8.39713 0.243
H -1.38728 3.92780 -7.13368 0.341
H -3.37518 4.01245 -5.42126 0.315
H -3.47037 2.65558 -6.39738 0.333
H -5.49767 3.72163 -6.42272 0.298
H -1.65383 6.01113 -7.87079 0.297
C -8.57449 -2.90666 2.55506 -0.287
C -8.37751 -1.90237 3.65977 -0.382
O -7.38978 -0.89063 3.37731 -0.502
O -9.47798 -2.43550 1.57034 -0.493
H -8.81465 -3.86903 3.00702 0.277
H -7.61415 -3.00560 2.04903 0.222
H -8.17059 -2.40368 4.60527 0.298
H -9.28343 -1.33198 3.86484 0.259
H -6.51507 -1.26285 3.51119 0.295
H -10.34235 -2.44303 1.98796 0.313
```

Net charge = 0
Energy above the lowest of the compared OMol25 structures with the same formula, charge and spin = 193.6 kcal per mole
Gap between HOMO and LUMO = 9.4 eV
Maximum force = 3.63 eV/A
E_LUMO = -0.006 hartree
E_HOMO = -9.604 eV